# 1
# C56H126F8N11O16S8

A cluster of 11 separate species, C56H126F8N11O16S8 in total at a distorted geometry (wB97M-V/def2-TZVPD, the Open Molecules 2025 dataset).

Positions of all 225 atoms, in Å:
C  0.490  -2.130  10.351
C  0.910  -1.930  8.866
C  0.100  -0.798  8.267
N  0.728  -0.301  6.956
C  2.035  0.477  7.145
C  0.845  -1.426  5.908
C  0.726  -0.721  4.555
C  0.109  0.625  4.817
C  -0.332  0.619  6.274
H  0.804  -1.346  11.040
H  0.911  -3.075  10.686
H  -0.594  -2.142  10.478
H  0.708  -2.863  8.339
H  1.970  -1.683  8.793
H  0.190  0.113  8.858
H  -0.939  -1.064  8.084
H  2.918  -0.151  7.134
H  1.842  1.050  8.053
H  2.073  1.283  6.413
H  1.724  -2.014  6.166
H  -0.017  -2.053  6.141
H  1.669  -0.527  4.038
H  0.227  -1.390  3.853
H  0.778  1.452  4.596
H  -0.844  0.724  4.296
H  -0.251  1.542  6.847
H  -1.347  0.239  6.379
C  4.723  -0.861  -0.645
C  4.167  -1.267  -2.017
C  4.706  -2.630  -2.523
N  3.937  -3.042  -3.773
C  2.511  -3.434  -3.405
C  4.534  -4.273  -4.451
C  5.732  -3.679  -5.256
C  5.260  -2.244  -5.624
C  3.897  -2.057  -4.971
H  5.783  -0.611  -0.670
H  4.557  -1.773  -0.063
H  4.184  -0.080  -0.112
H  4.425  -0.469  -2.712
H  3.095  -1.352  -1.841
H  4.481  -3.485  -1.882
H  5.781  -2.755  -2.654
H  2.429  -4.090  -2.542
H  2.029  -3.960  -4.225
H  1.976  -2.486  -3.410
H  3.780  -4.801  -5.031
H  4.888  -5.022  -3.741
H  5.737  -4.292  -6.157
H  6.667  -3.762  -4.709
H  5.108  -2.223  -6.700
H  6.060  -1.603  -5.258
H  3.063  -2.278  -5.636
H  3.743  -1.039  -4.619
C  -6.986  0.223  0.381
C  -5.564  0.711  0.375
C  -5.339  2.156  0.803
N  -3.829  2.528  0.890
C  -3.052  1.546  1.695
C  -3.610  3.931  1.442
C  -4.093  4.868  0.333
C  -3.776  4.143  -1.017
C  -3.320  2.749  -0.537
H  -7.074  -0.837  0.147
H  -7.574  0.745  -0.378
H  -7.443  0.367  1.361
H  -5.046  0.542  -0.571
H  -5.119  0.001  1.078
H  -5.739  2.293  1.810
H  -5.839  2.912  0.201
H  -2.935  0.640  1.103
H  -3.567  1.403  2.644
H  -2.057  1.956  1.855
H  -2.557  4.022  1.695
H  -4.302  4.064  2.273
H  -3.681  5.854  0.546
H  -5.166  4.963  0.504
H  -3.130  4.824  -1.564
H  -4.752  4.095  -1.499
H  -2.229  2.765  -0.514
H  -3.625  1.952  -1.212
C  -3.824  0.657  -3.894
C  -4.401  1.006  -5.286
C  -5.320  2.251  -5.173
N  -5.958  2.697  -6.505
C  -6.879  1.640  -7.071
C  -6.724  3.993  -6.264
C  -6.356  5.027  -7.326
C  -5.360  4.322  -8.237
C  -4.845  3.117  -7.495
H  -3.009  -0.046  -4.040
H  -4.703  0.283  -3.365
H  -3.517  1.598  -3.433
H  -4.844  0.056  -5.590
H  -3.627  1.198  -6.030
H  -4.818  3.094  -4.701
H  -6.139  1.999  -4.495
H  -6.317  0.723  -7.219
H  -7.379  2.016  -7.962
H  -7.695  1.583  -6.351
H  -7.794  3.811  -6.343
H  -6.461  4.360  -5.275
H  -7.153  5.438  -7.947
H  -5.861  5.955  -7.041
H  -5.794  3.996  -9.183
H  -4.543  5.011  -8.445
H  -4.463  2.242  -8.014
H  -4.059  3.505  -6.841
C  4.992  -4.243  7.228
C  5.652  -4.157  5.857
C  4.735  -3.502  4.857
N  5.217  -3.607  3.393
C  5.349  -5.035  2.867
C  6.560  -2.925  3.113
C  6.219  -1.442  3.094
C  4.716  -1.340  2.754
C  4.304  -2.775  2.476
H  5.770  -4.615  7.893
H  4.134  -4.917  7.238
H  4.527  -3.316  7.570
H  5.876  -5.194  5.598
H  6.640  -3.699  5.809
H  4.366  -2.497  5.058
H  3.791  -4.047  4.753
H  5.444  -5.093  1.786
H  4.471  -5.587  3.198
H  6.259  -5.418  3.323
H  6.805  -3.280  2.113
H  7.215  -3.236  3.921
H  6.911  -0.801  2.555
H  6.266  -1.185  4.155
H  4.451  -0.652  1.955
H  4.185  -0.927  3.612
H  4.612  -3.097  1.484
H  3.262  -2.826  2.788
C  -6.618  -5.368  2.943
C  -5.770  -4.117  2.787
C  -4.303  -4.541  2.396
N  -3.297  -3.422  2.152
C  -3.199  -2.427  3.305
C  -1.988  -4.164  1.881
C  -1.845  -4.279  0.395
C  -3.042  -3.558  -0.320
C  -3.644  -2.717  0.791
H  -6.577  -5.974  2.037
H  -7.633  -5.000  3.081
H  -6.289  -6.025  3.748
H  -5.750  -3.501  3.683
H  -6.253  -3.588  1.963
H  -4.327  -5.190  1.523
H  -3.974  -5.100  3.273
H  -2.847  -1.481  2.902
H  -2.493  -2.809  4.043
H  -4.136  -2.379  3.853
H  -1.193  -3.577  2.338
H  -2.051  -5.126  2.385
H  -0.925  -3.772  0.114
H  -1.837  -5.315  0.059
H  -2.478  -2.909  -0.988
H  -3.702  -4.224  -0.867
H  -3.109  -1.768  0.807
H  -4.721  -2.576  0.832
C  4.387  4.990  -4.488
C  3.201  4.347  -3.747
C  3.462  4.358  -2.236
N  2.499  3.529  -1.402
C  2.549  2.093  -1.907
C  1.034  4.006  -1.451
C  0.706  4.778  -0.151
C  1.620  4.071  0.818
C  2.899  3.688  0.102
H  5.365  4.602  -4.189
H  4.475  6.030  -4.174
H  4.254  4.767  -5.544
H  2.950  3.379  -4.174
H  2.392  5.057  -3.928
H  3.324  5.372  -1.861
H  4.454  3.979  -1.989
H  1.967  2.078  -2.826
H  2.091  1.530  -1.100
H  3.526  1.679  -2.152
H  0.428  3.106  -1.512
H  0.919  4.601  -2.354
H  -0.303  4.542  0.188
H  0.823  5.860  -0.170
H  1.149  3.144  1.151
H  1.885  4.651  1.701
H  3.399  2.791  0.461
H  3.577  4.540  0.093
N  4.132  1.499  4.763
S  5.466  2.252  5.366
O  5.474  3.660  5.737
O  6.731  1.650  5.036
F  5.256  1.614  6.853
S  4.148  2.188  3.467
O  5.051  1.671  2.454
O  3.882  3.612  3.347
F  2.703  1.610  2.963
N  -0.246  1.135  -0.285
S  -0.523  0.129  -1.455
O  -1.722  -0.647  -1.285
O  0.669  -0.505  -1.982
F  -0.901  1.204  -2.550
S  0.285  0.108  0.892
O  1.648  -0.303  0.796
O  -0.719  -0.794  1.416
F  0.318  1.221  2.021
N  -0.505  5.313  -4.939
S  -1.707  6.121  -5.306
O  -2.325  6.778  -4.169
O  -2.469  5.704  -6.469
F  -0.875  7.324  -6.000
S  -1.377  4.026  -4.338
O  -2.314  3.278  -5.131
O  -1.709  4.095  -2.926
F  -0.171  2.989  -4.407
N  -0.187  -3.882  -4.953
S  0.192  -4.330  -6.362
O  1.168  -3.565  -7.097
O  -0.819  -5.110  -7.075
F  1.041  -5.582  -5.769
S  -0.526  -2.262  -5.231
O  -1.483  -1.842  -6.209
O  0.647  -1.440  -5.055
F  -1.427  -2.051  -3.860

Properties
Energy above the lowest of the compared OMol25 structures with the same formula, charge and spin (eV): 4.073
HOMO (eV): -13.64
Total charge: +3
Calculated total energy (hartree): -7998.7868
Kohn-Sham gap (eV): 7.541

These are the Mulliken partial charges, in e, on atoms 1 to 8: -1.436 0.021 -0.850 0.267 -0.781 -1.153 2.385 0.434

=====

# 2
# C17H29AsCoFN5OSSbSe4Si

A structure of composition C17H29AsCoFN5OSSbSe4Si at a distorted geometry (wB97M-V/def2-TZVPD, the Open Molecules 2025 dataset).

Positions of all 62 atoms, in Å:
Co  0.700  0.049  1.128
C  -1.901  -4.078  1.543
Si  -0.294  -3.061  1.493
C  0.120  -2.786  3.343
C  1.008  -4.159  0.580
N  -0.524  -1.479  0.732
C  -1.445  -1.259  -0.226
C  -2.022  -2.267  -1.026
C  -2.996  -1.984  -1.955
C  -3.425  -0.686  -2.195
C  -2.831  0.348  -1.493
C  -1.887  0.039  -0.550
F  -1.280  1.110  0.090
H  -1.919  -4.670  2.449
H  -1.968  -4.772  0.715
H  -2.784  -3.446  1.526
H  0.631  -3.650  3.773
H  -0.775  -2.577  3.925
H  0.777  -1.907  3.456
H  1.464  -4.905  1.259
H  1.830  -3.555  0.189
H  0.567  -4.678  -0.272
H  -1.658  -3.274  -0.901
H  -3.422  -2.803  -2.521
H  -4.190  -0.478  -2.931
H  -3.093  1.385  -1.669
C  2.965  -0.519  -3.864
N  2.894  -1.434  -2.749
C  3.791  -2.573  -2.747
C  2.015  -1.218  -1.788
O  1.257  -0.247  -1.692
H  3.292  -1.057  -4.751
H  3.668  0.298  -3.662
H  1.978  -0.086  -4.047
H  4.774  -2.248  -3.085
H  3.412  -3.340  -3.426
H  3.920  -3.023  -1.755
H  2.016  -2.007  -1.018
N  -0.214  0.727  2.812
C  -1.233  1.313  2.843
N  -2.367  1.799  2.711
C  -3.099  2.738  3.173
N  -3.851  3.561  3.476
C  2.744  3.476  -0.978
As  1.137  2.506  -0.421
C  0.056  3.527  -1.685
C  0.542  3.626  1.071
S  2.213  1.163  0.813
H  2.494  4.526  -0.821
H  2.860  3.315  -2.056
H  3.724  3.278  -0.494
H  0.326  4.564  -1.510
H  -1.012  3.405  -1.523
H  0.302  3.262  -2.712
H  0.834  4.638  0.787
H  0.922  3.445  2.101
H  -0.553  3.590  1.112
Se  5.115  -1.875  4.061
Sb  3.491  -2.525  2.412
Se  2.339  -0.719  1.604
Se  4.655  -3.926  0.800
Se  3.325  -4.775  3.567

Properties
HOMO (spin up / spin down) (eV): -0.79 / -1.40
Total charge: -2
Spin multiplicity: 5
Calculated total energy (hartree): -15266.0909
Kohn-Sham gap (spin up / spin down) (eV): 4.907 / 4.513

These are the Mulliken partial charges, in e, on atoms 1 to 8: 0.113 -1.413 -0.355 -0.859 0.240 0.549 0.787 -0.528

=====

# 3
# C38H107N7O12

A cluster of 12 separate species, C38H107N7O12 in total at a distorted geometry (wB97M-V/def2-TZVPD, the Open Molecules 2025 dataset).

Positions of all 164 atoms, in Å:
C  0.201  -7.616  -3.874
O  0.440  -6.661  -2.872
C  0.980  -5.461  -3.426
C  1.103  -4.373  -2.364
C  -0.276  -3.970  -1.803
N  1.729  -3.192  -2.956
H  1.076  -8.102  -4.328
H  -0.514  -7.229  -4.599
H  -0.198  -8.516  -3.393
H  1.976  -5.753  -3.772
H  0.358  -5.012  -4.206
H  1.659  -4.796  -1.516
H  -0.866  -4.806  -1.408
H  -0.975  -3.406  -2.415
H  -0.036  -3.487  -0.847
H  1.502  -2.425  -2.324
H  2.712  -3.343  -2.721
C  0.671  -1.436  -7.126
O  2.020  -1.164  -6.838
C  2.226  -0.041  -6.012
C  2.085  -0.289  -4.497
C  0.670  -0.440  -3.995
N  2.784  0.794  -3.791
H  0.237  -0.517  -7.544
H  0.118  -1.893  -6.302
H  0.601  -2.138  -7.963
H  3.297  0.154  -6.107
H  1.656  0.851  -6.292
H  2.626  -1.224  -4.304
H  0.284  -1.442  -4.155
H  0.055  0.322  -4.479
H  0.749  -0.231  -2.924
H  2.576  0.618  -2.812
H  3.793  0.780  -3.865
C  5.088  -4.400  -1.862
O  4.852  -3.187  -1.211
C  5.238  -2.034  -1.953
C  4.763  -0.754  -1.272
C  5.334  -0.730  0.165
N  3.307  -0.956  -1.122
H  4.530  -4.605  -2.783
H  4.920  -5.188  -1.131
H  6.144  -4.479  -2.160
H  6.331  -2.115  -2.036
H  4.839  -2.173  -2.967
H  4.814  0.226  -1.742
H  6.431  -0.773  0.099
H  5.054  -1.621  0.723
H  5.085  0.180  0.707
H  3.109  -1.855  -0.685
H  2.890  -0.381  -0.384
C  -2.467  1.593  -3.677
O  -3.558  0.963  -4.321
C  -3.457  -0.427  -4.559
C  -3.419  -1.301  -3.324
C  -3.474  -2.773  -3.695
N  -4.531  -0.943  -2.436
H  -1.800  1.914  -4.489
H  -1.850  0.932  -3.064
H  -2.653  2.505  -3.113
H  -4.311  -0.652  -5.212
H  -2.696  -0.612  -5.334
H  -2.435  -1.112  -2.881
H  -4.223  -2.989  -4.462
H  -3.692  -3.386  -2.821
H  -2.518  -3.128  -4.083
H  -4.780  0.025  -2.645
H  -5.357  -1.458  -2.731
C  -3.493  -0.172  6.823
O  -2.910  0.848  6.039
C  -1.986  0.358  5.090
C  -0.555  0.777  5.419
C  -0.425  2.276  5.460
N  0.272  0.315  4.271
H  -2.804  -0.530  7.597
H  -3.781  -1.045  6.231
H  -4.379  0.171  7.355
H  -2.037  -0.670  4.711
H  -2.223  0.861  4.140
H  -0.219  0.329  6.363
H  -1.317  2.669  5.957
H  -0.352  2.728  4.468
H  0.433  2.715  5.976
H  0.353  -0.710  4.316
H  1.213  0.534  4.615
C  0.164  -3.021  6.395
O  0.560  -2.392  5.192
C  0.959  -3.348  4.221
C  1.436  -2.613  2.962
C  1.829  -3.537  1.810
N  2.710  -1.882  3.304
H  -0.265  -2.273  7.054
H  0.957  -3.612  6.864
H  -0.596  -3.782  6.172
H  1.786  -3.960  4.596
H  0.080  -3.942  3.939
H  0.787  -1.765  2.733
H  0.963  -4.033  1.364
H  2.505  -4.339  2.120
H  2.374  -2.999  1.036
H  3.372  -2.634  3.489
H  2.525  -1.440  4.203
C  -2.645  5.847  3.304
O  -2.077  6.181  2.054
C  -2.109  5.125  1.100
C  -1.994  5.755  -0.286
C  -1.775  4.725  -1.390
N  -0.912  6.784  -0.322
H  -2.017  5.049  3.722
H  -3.672  5.498  3.173
H  -2.593  6.632  4.055
H  -1.301  4.430  1.340
H  -3.105  4.683  1.156
H  -2.907  6.332  -0.478
H  -2.674  4.100  -1.374
H  -0.919  4.105  -1.131
H  -1.710  5.218  -2.357
H  -1.060  7.333  0.529
H  -1.293  7.431  -1.013
C  2.296  4.844  -0.229
C  2.575  6.211  0.394
O  1.954  7.254  -0.323
H  2.012  4.840  -1.279
H  1.335  4.537  0.217
H  2.967  4.057  0.107
H  3.651  6.414  0.403
H  2.300  6.246  1.458
H  1.054  6.941  -0.548
C  -0.201  1.270  -0.295
C  0.139  0.212  0.753
O  1.546  0.254  0.869
H  -1.281  1.339  -0.447
H  0.286  1.173  -1.265
H  0.105  2.247  0.089
H  -0.242  -0.804  0.586
H  -0.375  0.513  1.674
H  1.841  -0.203  1.671
C  -3.965  2.095  1.792
C  -4.807  1.926  0.534
O  -6.094  2.544  0.770
H  -2.943  1.793  1.566
H  -4.290  1.442  2.606
H  -4.102  3.102  2.177
H  -4.968  0.891  0.241
H  -4.425  2.570  -0.267
H  -6.538  2.708  -0.064
C  2.893  2.639  2.593
C  3.866  3.329  3.511
O  3.367  3.540  4.848
H  2.225  1.915  3.061
H  3.457  2.216  1.760
H  2.172  3.302  2.101
H  4.181  4.297  3.110
H  4.760  2.707  3.578
H  2.929  4.395  4.782
C  -4.656  -2.389  0.891
C  -3.301  -2.175  0.204
O  -3.055  -0.784  -0.015
H  -4.991  -3.420  1.046
H  -5.445  -2.164  0.155
H  -4.797  -1.713  1.729
H  -3.242  -2.790  -0.696
H  -2.515  -2.560  0.861
H  -3.684  -0.737  -0.786

Properties
SMILES: COC[C@H](C)N.COC[C@H](C)N.COC[C@H](C)N.COC[C@H](C)N.COC[C@H](C)N.COC[C@H](C)N.COC[C@H](C)N.CCO.CCO.CCO.CCO.CCO
Energy above the lowest of the compared OMol25 structures with the same formula, charge and spin (eV): 2.999
HOMO (eV): -8.62
Calculated total energy (hartree): -2797.9145
Kohn-Sham gap (eV): 9.034

These are the Mulliken partial charges, in e, on atoms 1 to 8: -0.798 -0.374 -0.872 1.208 -1.419 -0.116 0.306 0.313

=====

# 4
# C5H4N2

An isolated molecule of C5H4N2 (wB97M-V/def2-TZVPD, the Open Molecules 2025 dataset).

Positions of all 11 atoms, in Å:
H  -1.344  2.913  0.239
N  -1.144  1.943  -0.039
N  -1.940  1.228  0.589
C  -1.756  -0.188  0.358
C  -0.659  -0.642  -0.192
C  0.492  -0.816  -0.794
C  1.761  -0.905  -0.137
C  2.857  -0.936  0.357
H  -2.567  -0.806  0.724
H  0.496  -0.832  -1.881
H  3.838  -0.935  0.782

Properties
SMILES: [H]/N=N/C=C=CC#C
Energy above the lowest of the compared OMol25 structures with the same formula, charge and spin (eV): 4.799
HOMO (eV): -9.37
Calculated total energy (hartree): -302.2520
Kohn-Sham gap (eV): 9.468

These are the Mulliken partial charges, in e, on atoms 1 to 8: 0.240 -0.455 -0.069 -0.439 0.402 -0.699 -0.446 0.426